Here is C35H40BrN8O4PSTl as an isolated structure in a non-equilibrium geometry from OMol25. Energies are from ωB97M-V/def2-TZVPD.

Geometry as XYZ:
```
91
C35H40BrN8O4PSTl | OMol25 | ωB97M-V/def2-TZVPD
Tl 0.551 -1.068 0.425
Br 3.290 4.626 -4.865
C 2.989 2.805 -5.399
C 3.805 1.692 -5.161
C 3.561 0.423 -5.543
C 2.297 0.112 -6.061
C 1.403 1.215 -6.356
C 1.800 2.516 -6.096
N 2.007 -1.146 -6.614
N 1.730 -2.151 -6.044
C 1.692 -2.199 -4.610
C 2.825 -2.655 -4.020
C 2.942 -2.575 -2.635
C 1.855 -2.294 -1.887
O 2.000 -2.270 -0.541
C 0.656 -1.773 -2.457
N -0.392 -1.481 -1.629
C -1.508 -1.006 -2.164
C -1.703 -1.076 -3.496
C -0.674 -1.296 -4.390
C 0.544 -1.731 -3.877
H 4.693 1.889 -4.550
H 4.266 -0.400 -5.365
H 0.489 1.089 -6.861
H 1.227 3.449 -6.436
H 3.557 -3.184 -4.739
H 3.741 -3.033 -2.121
H -2.174 -0.581 -1.498
H -2.696 -0.821 -3.790
H -0.921 -1.209 -5.418
C 1.088 -2.156 6.856
C 1.673 -2.044 5.468
N 2.285 -3.004 4.846
N 2.711 -2.434 3.688
C 2.399 -1.176 3.566
S 2.797 -0.191 2.310
N 1.774 -0.854 4.758
N 1.193 0.382 4.909
H 0.138 -1.608 6.849
H 1.787 -1.843 7.640
H 0.872 -3.180 6.999
H 3.097 -2.940 2.915
H 1.155 0.639 5.908
H 0.309 0.464 4.468
C -6.327 0.271 -1.409
C -5.381 -0.363 -0.314
C -4.325 0.622 -0.030
N -3.608 1.518 0.071
H -7.012 -0.522 -1.626
H -5.677 0.511 -2.242
H -6.780 1.189 -1.087
H -4.856 -1.197 -0.701
H -5.915 -0.600 0.586
C -0.826 2.974 2.766
C -0.848 2.253 1.422
O 0.466 2.544 0.801
P 1.073 1.462 -0.223
O 0.403 1.714 -1.668
C 0.172 3.051 -2.325
C -1.300 3.306 -2.561
O 2.566 2.071 -0.367
C 3.275 3.022 0.521
C 4.738 2.802 0.235
H -1.611 2.590 3.467
H -0.934 4.030 2.561
H 0.197 2.823 3.207
H -1.635 2.473 0.800
H -0.913 1.165 1.651
H 0.878 2.993 -3.160
H 0.570 3.823 -1.702
H -1.555 3.317 -3.659
H -1.699 4.248 -2.102
H -1.964 2.563 -2.124
H 3.066 2.858 1.531
H 3.006 4.029 0.229
H 4.891 1.695 0.386
H 5.398 3.417 0.817
H 4.876 3.092 -0.839
C -0.751 -1.374 2.107
C -1.512 -1.882 2.910
C -2.364 -2.444 3.913
C -1.864 -3.053 5.050
C -2.711 -3.687 5.994
C -4.113 -3.555 5.824
C -4.606 -2.886 4.694
C -3.786 -2.417 3.724
H -0.789 -3.288 5.082
H -2.358 -4.205 6.809
H -4.783 -4.013 6.564
H -5.675 -2.875 4.603
H -4.227 -1.985 2.829
```

Properties
Relative energy (zero: lowest compared OMol25 entry of this formula, charge and spin) (kJ/mol): 188.7
Orbital gap (eV): 7.0
Total charge: +1
HOMO (eV): -10.00
Multiplicity: 1

---

Here is C35H40CrF3N9O4S2 as an isolated structure in a non-equilibrium geometry from OMol25. Energies are from ωB97M-V/def2-TZVPD.

Geometry as XYZ:
```
94
C35H40CrF3N9O4S2 | OMol25 | ωB97M-V/def2-TZVPD
Cr -0.362 0.974 -1.188
C -1.448 6.012 0.445
C -1.017 6.279 -1.000
N -0.100 5.271 -1.535
C 1.327 5.553 -1.471
C 1.902 5.313 -0.076
C -0.587 4.069 -1.888
S 0.472 2.884 -2.583
N -1.911 3.936 -1.783
C -2.560 2.793 -1.778
O -2.040 1.643 -1.681
C -4.042 2.857 -1.771
C -4.695 3.947 -1.204
C -6.076 3.940 -1.093
C -6.812 2.859 -1.557
C -6.161 1.776 -2.132
C -4.780 1.768 -2.229
H -2.335 6.601 0.683
H -0.660 6.276 1.150
H -1.679 4.956 0.571
H -0.520 7.246 -1.079
H -1.898 6.286 -1.640
H 1.484 6.589 -1.778
H 1.830 4.910 -2.185
H 1.567 6.073 0.630
H 2.992 5.338 -0.114
H 1.582 4.336 0.289
H -4.106 4.774 -0.833
H -6.581 4.779 -0.631
H -7.891 2.855 -1.467
H -6.732 0.932 -2.498
H -4.258 0.927 -2.668
F 6.428 1.421 -0.361
C 5.810 1.006 -1.482
F 6.104 1.892 -2.450
F 6.381 -0.162 -1.836
C 4.334 0.866 -1.292
C 3.563 0.267 -2.271
C 2.204 0.138 -2.066
N 1.566 0.634 -0.984
C 2.334 1.223 -0.057
C 3.698 1.364 -0.161
H 4.015 -0.120 -3.174
H 1.579 -0.317 -2.822
H 1.812 1.622 0.803
H 4.257 1.871 0.611
O -0.433 0.468 1.187
N -0.612 1.642 1.587
O -0.608 2.486 0.669
C 0.279 -4.932 4.762
C 0.147 -5.002 3.263
C 1.204 -5.407 2.455
C 1.068 -5.484 1.082
C -0.137 -5.158 0.458
N -0.169 -5.287 -0.945
C -1.177 -5.254 -1.874
O -1.116 -5.911 -2.896
N -2.313 -4.509 -1.584
C -2.425 -3.187 -1.116
C -3.607 -2.828 -0.476
C -3.752 -1.533 -0.025
C -2.738 -0.627 -0.261
N -1.613 -0.938 -0.911
C -1.453 -2.203 -1.316
C -1.211 -4.790 1.263
C -1.056 -4.704 2.640
H 1.319 -5.024 5.075
H -0.281 -5.742 5.234
H -0.124 -3.994 5.146
H 2.151 -5.679 2.907
H 1.910 -5.793 0.476
H 0.656 -5.721 -1.327
H -3.105 -4.826 -2.120
H -4.376 -3.574 -0.315
H -4.641 -1.216 0.501
H -2.843 0.392 0.078
H -0.523 -2.449 -1.809
H -2.178 -4.584 0.840
H -1.908 -4.408 3.243
S 2.268 -2.708 -1.161
C 2.733 -2.311 0.398
N 4.040 -2.333 0.735
C 4.537 -1.925 2.037
C 3.494 -2.298 3.081
C 2.182 -1.632 2.700
N 1.835 -2.009 1.340
H 4.678 -2.519 -0.018
H 4.712 -0.842 2.056
H 5.486 -2.423 2.231
H 3.810 -1.976 4.073
H 3.360 -3.382 3.079
H 2.275 -0.544 2.790
H 1.373 -1.950 3.358
H 0.887 -1.835 1.042
```

Properties
Relative energy (zero: lowest compared OMol25 entry of this formula, charge and spin) (kJ/mol): 0.0
Orbital gap (spin up / spin down) (eV): 7.2 / 7.8
Total charge: 0
HOMO (spin up / spin down) (eV): -7.30 / -8.12
Multiplicity: 5

---

Here is C35H40EuFPS4 as an isolated structure from OMol25. Energies are from ωB97M-V/def2-TZVPD.

Geometry as XYZ:
```
82
C35H40EuFPS4 | OMol25 | ωB97M-V/def2-TZVPD
Eu -1.097 -0.375 -0.141
C -2.026 3.489 0.853
C -3.453 2.973 0.971
S -3.700 1.414 0.095
C -4.882 0.597 1.183
C -5.051 -0.859 0.770
S -3.566 -1.877 0.761
C -3.337 -2.377 2.471
C -3.029 -1.299 3.504
S -1.579 -0.337 3.029
C -1.955 1.290 3.694
C -0.927 2.284 3.173
S -0.693 2.407 1.390
H -1.934 4.437 1.386
H -1.791 3.703 -0.193
H -4.125 3.727 0.561
H -3.726 2.837 2.017
H -5.848 1.100 1.113
H -4.536 0.677 2.212
H -5.429 -0.915 -0.253
H -5.801 -1.346 1.396
H -2.522 -3.103 2.424
H -4.225 -2.932 2.781
H -2.854 -1.780 4.466
H -3.878 -0.627 3.634
H -1.897 1.269 4.784
H -2.970 1.576 3.423
H 0.059 2.030 3.565
H -1.151 3.286 3.546
C 2.242 -0.493 3.008
C 3.250 0.319 2.247
C 4.344 0.856 2.917
C 5.326 1.570 2.246
C 5.230 1.756 0.876
C 4.146 1.228 0.191
C 3.154 0.522 0.866
P 1.766 -0.226 -0.036
C 1.883 0.290 -1.794
C 1.972 -0.695 -2.781
C 1.986 -0.369 -4.127
C 1.942 0.961 -4.508
C 1.853 1.945 -3.537
C 1.792 1.636 -2.182
C 1.564 2.774 -1.224
C 2.130 -1.996 -0.083
C 3.422 -2.411 -0.430
C 3.693 -3.741 -0.670
C 2.657 -4.669 -0.572
C 1.392 -4.268 -0.192
C 1.095 -2.926 0.096
C -0.272 -2.541 0.581
H 2.421 -0.418 4.080
H 2.279 -1.551 2.735
H 1.219 -0.163 2.819
H 4.430 0.699 3.986
H 6.167 1.973 2.794
H 5.994 2.305 0.341
H 4.073 1.369 -0.881
H 2.022 -1.738 -2.498
H 2.041 -1.156 -4.867
H 1.964 1.235 -5.554
H 1.807 2.987 -3.829
H 1.970 3.697 -1.637
H 1.995 2.638 -0.234
H 0.491 2.943 -1.094
H 4.209 -1.674 -0.539
H 4.690 -4.054 -0.947
H 2.847 -5.715 -0.777
H 0.604 -5.003 -0.083
H -0.214 -2.366 1.668
H -0.959 -3.385 0.442
F -1.825 -0.513 -6.572
C -1.761 -0.409 -5.228
C -1.750 -1.562 -4.472
C -1.680 -1.410 -3.089
C -1.601 -0.166 -2.456
C -1.622 0.961 -3.289
C -1.704 0.857 -4.671
H -1.801 -2.526 -4.959
H -1.671 -2.331 -2.500
H -1.562 1.964 -2.869
H -1.716 1.721 -5.323
```

Properties
Orbital gap (spin up / spin down) (eV): 6.9 / 8.0
Total charge: +1
HOMO (spin up / spin down) (eV): -10.12 / -10.08
Multiplicity: 7

---

Number 3 is which compound? C35H40EuFPS4

---

Among the records above, which one has the lowest multiplicity? C35H40BrN8O4PSTl

---

Among the records above, which one has the lowest total charge? C35H40CrF3N9O4S2